C36H44MgN2Si | the ωB97M-V functional and the def2-TZVPD basis

Each line ends with the Löwdin charge.
Positions of all 84 atoms, in Å:
C (-0.902, -2.506, 0.264)  -0.208
C (-0.366, -3.099, -0.913)  -0.229
C (1.047, -2.884, -0.918)  -0.193
H (-0.916, -3.647, -1.685)  0.051
C (1.389, -2.227, 0.303)  -0.224
C (0.197, -1.982, 1.025)  -0.219
H (0.115, -1.503, 1.999)  0.053
H (-1.960, -2.456, 0.521)  0.061
H (1.732, -3.184, -1.708)  0.058
H (2.389, -1.996, 0.636)  0.046
Mg (-0.024, 1.691, -1.438)  0.816
C (-1.207, 1.683, -3.226)  -0.286
H (-0.093, 1.892, -3.411)  -0.048
H (-1.888, 2.227, -2.541)  -0.050
H (-1.770, 1.542, -4.181)  -0.005
Si (-2.298, -1.207, -3.065)  0.727
C (-4.123, -0.668, -3.186)  -0.299
C (-5.056, -1.713, -2.980)  -0.128
H (-4.666, -2.717, -2.893)  0.083
C (-6.432, -1.486, -2.932)  -0.095
H (-7.116, -2.330, -2.669)  0.110
C (-6.957, -0.208, -3.262)  -0.097
H (-8.060, -0.094, -3.230)  0.104
C (-6.044, 0.843, -3.424)  -0.090
H (-6.418, 1.863, -3.589)  0.097
C (-4.631, 0.618, -3.350)  -0.101
H (-3.990, 1.477, -3.515)  0.073
C (-1.291, -1.551, -4.642)  -0.308
C (-2.056, -2.455, -5.408)  -0.150
H (-3.152, -2.350, -5.404)  0.099
C (-1.432, -3.561, -5.993)  -0.092
H (-2.056, -4.324, -6.473)  0.103
C (-0.045, -3.656, -5.993)  -0.100
H (0.418, -4.502, -6.457)  0.091
C (0.724, -2.722, -5.301)  -0.091
H (1.807, -2.734, -5.417)  0.097
C (0.100, -1.758, -4.488)  -0.109
H (0.667, -1.200, -3.714)  0.093
H (-1.531, -0.316, -2.036)  -0.032
H (-2.255, -2.666, -2.916)  -0.002
C (5.232, 0.587, 3.393)  -0.071
C (5.401, 0.294, 1.883)  -0.548
C (6.533, 1.213, 1.370)  -0.050
C (5.867, -1.170, 1.750)  -0.044
C (4.104, 0.530, 1.060)  -0.122
C (4.130, 0.311, -0.336)  0.012
C (3.000, 0.626, -1.092)  -0.075
N (1.876, 1.115, -0.519)  0.037
C (1.810, 1.234, 0.841)  -0.186
C (2.925, 0.971, 1.667)  0.066
C (0.495, 1.547, 1.431)  -0.181
C (0.330, 1.794, 2.819)  0.066
C (-0.980, 1.839, 3.334)  -0.121
C (-2.063, 1.498, 2.488)  0.016
C (-1.848, 1.378, 1.103)  -0.049
N (-0.592, 1.535, 0.585)  0.024
C (-1.286, 2.329, 4.765)  -0.565
C (-2.277, 3.500, 4.692)  -0.047
C (-1.909, 1.197, 5.591)  -0.041
C (-0.033, 2.822, 5.503)  -0.068
H (6.195, 0.411, 3.908)  0.092
H (4.484, -0.085, 3.849)  0.092
H (4.947, 1.637, 3.571)  0.087
H (7.453, 1.041, 1.952)  0.091
H (6.751, 1.012, 0.313)  0.080
H (6.245, 2.270, 1.487)  0.092
H (5.095, -1.845, 2.151)  0.097
H (6.059, -1.422, 0.700)  0.081
H (6.797, -1.321, 2.325)  0.092
H (5.023, -0.086, -0.832)  0.123
H (3.002, 0.488, -2.178)  0.128
H (2.840, 1.104, 2.747)  0.103
H (1.227, 1.977, 3.437)  0.112
H (-3.084, 1.368, 2.882)  0.124
H (-2.676, 1.162, 0.394)  0.138
H (-3.225, 3.186, 4.243)  0.080
H (-2.484, 3.876, 5.702)  0.091
H (-1.855, 4.321, 4.097)  0.096
H (-1.212, 0.352, 5.669)  0.098
H (-2.123, 1.567, 6.601)  0.092
H (-2.845, 0.850, 5.144)  0.083
H (0.682, 2.008, 5.680)  0.089
H (0.469, 3.632, 4.958)  0.090
H (-0.333, 3.217, 6.483)  0.091

Atoms 1-6, force components in eV/Å:
0.8408 -0.0774 -0.2005
0.5187 0.4376 0.2400
-0.5988 0.1368 0.6960
0.2524 0.3384 0.4117
-0.5561 -0.0826 -0.6499
-0.6004 -0.1456 -0.5704

As for the energy above the lowest of the compared OMol25 structures with the same formula, charge and spin: 135.64 kcal per mole. The frontier orbital gap comes out at 3.87 eV. The calculation puts the total energy at -54344.0342 eV.

C3H9N3S | the ωB97M-V functional and the def2-TZVPD basis

Each line ends with the Löwdin charge.
Positions of all 16 atoms, in Å:
C (0.936, 2.041, -1.198)  -0.423
C (-0.345, -0.280, 0.049)  -0.647
C (-2.296, -0.659, 0.941)  -0.198
H (1.711, 1.349, -0.456)  0.075
H (1.417, 1.750, -2.134)  -0.026
H (1.045, 3.339, -0.652)  0.148
H (1.141, -0.564, -1.438)  0.169
H (2.098, -1.153, 1.351)  0.137
H (1.130, -2.479, 0.624)  0.105
H (-2.228, 0.600, 0.847)  0.074
H (-2.902, -1.288, 0.095)  0.133
H (-2.621, -0.695, 2.161)  0.125
N (1.023, -0.674, -0.317)  -0.249
N (1.700, -1.585, 0.399)  -0.076
N (-0.957, -0.918, 0.804)  -0.083
S (-0.853, 1.216, -1.074)  0.736

Atoms 1-6, force components in eV/Å:
1.5586 0.2034 4.4603
7.1872 3.4679 -6.9368
-3.0817 3.4582 2.5302
-2.6809 2.2266 -1.6835
-0.5253 1.1473 -0.3726
-0.6355 -4.3006 -2.4022

As for the energy above the lowest of the compared OMol25 structures with the same formula, charge and spin: 146.28 kcal per mole. The frontier orbital gap comes out at 9.54 eV. The calculation puts the total energy at -18556.3362 eV.

C2H4N2OS | the ωB97M-V functional and the def2-TZVPD basis

Each line ends with the Löwdin charge.
Positions of all 10 atoms, in Å:
C (-0.002, -0.538, 0.642)  -0.507
C (1.532, 0.588, -1.276)  -0.445
H (-2.177, 0.618, 1.353)  0.180
H (-2.939, -1.105, 1.743)  0.149
H (1.057, -0.837, 0.904)  0.097
H (1.772, 0.799, -2.414)  0.120
N (-2.164, -0.587, 1.020)  -0.133
N (-0.933, -0.957, 1.392)  -0.204
O (2.356, 0.267, -0.341)  -0.132
S (-0.254, 0.556, -0.746)  0.875

Atoms 1-6, force components in eV/Å:
1.5416 -0.4776 0.9531
2.1792 -1.7156 4.0831
-0.6423 -4.3372 -1.3260
2.8548 2.1261 -2.3905
-1.4514 0.5680 -0.5766
-0.3475 -0.2383 2.3176

As for the energy above the lowest of the compared OMol25 structures with the same formula, charge and spin: 102.31 kcal per mole. The frontier orbital gap comes out at 8.93 eV. The calculation puts the total energy at -17998.2229 eV. The SMILES is N/N=C\SC=O.

C20H48N4O16P3 | the ωB97M-V functional and the def2-TZVPD basis

Each line ends with the Löwdin charge.
Positions of all 91 atoms, in Å:
C (2.723, -1.205, 3.939)  0.018
C (3.051, -2.248, 2.902)  -0.524
O (4.164, -2.675, 2.756)  0.142
O (2.012, -2.676, 2.099)  -0.050
C (2.041, -1.838, 0.900)  -0.169
C (0.722, -1.628, 0.147)  -0.169
C (-0.549, -1.883, 0.927)  -0.160
C (-0.676, -1.096, 2.227)  -0.119
N (-1.069, 0.315, 2.008)  0.139
C (-0.257, 1.277, 1.626)  -0.277
N (1.063, 1.189, 1.348)  0.186
C (1.467, 2.386, 0.986)  -0.056
N (0.463, 3.254, 1.021)  0.176
N (-0.629, 2.556, 1.441)  -0.053
O (-1.845, 3.098, 1.622)  -0.012
C (-1.904, 3.866, 2.856)  -0.074
C (-3.030, 3.341, 3.752)  -0.399
C (-4.390, 3.964, 3.461)  -0.020
O (-3.038, 1.922, 3.742)  -0.028
H (2.148, -1.630, 4.762)  0.098
H (3.657, -0.809, 4.328)  0.092
H (2.168, -0.373, 3.503)  0.060
H (2.483, -0.881, 1.186)  0.090
H (2.744, -2.334, 0.227)  0.122
H (0.732, -0.620, -0.269)  0.090
H (0.736, -2.314, -0.702)  0.111
H (-0.708, -2.954, 1.049)  0.123
H (-1.378, -1.551, 0.291)  0.118
H (0.211, -1.121, 2.853)  0.098
H (-1.475, -1.534, 2.822)  0.132
H (-2.024, 0.585, 2.198)  0.133
H (2.473, 2.644, 0.686)  0.150
H (0.473, 4.236, 0.790)  0.196
H (-2.045, 4.926, 2.642)  0.137
H (-0.962, 3.778, 3.399)  0.137
H (-2.748, 3.656, 4.763)  0.148
H (-5.146, 3.417, 4.027)  0.096
H (-4.422, 4.981, 3.850)  0.094
H (-4.634, 3.977, 2.399)  0.079
H (-3.943, 1.614, 3.622)  0.104
C (2.108, -6.699, 1.341)  -0.089
O (1.128, -7.218, 0.421)  -0.244
P (1.110, -6.575, -1.080)  0.507
O (0.338, -5.336, -0.785)  -0.260
O (0.264, -7.802, -1.677)  -0.243
C (-0.785, -8.424, -0.935)  -0.100
O (1.675, -6.314, -2.587)  -0.219
C (3.075, -6.061, -2.809)  -0.098
H (1.973, -7.223, 2.284)  0.090
H (3.129, -6.865, 1.000)  0.085
H (1.940, -5.633, 1.505)  0.074
H (-1.371, -7.686, -0.389)  0.089
H (-0.377, -9.161, -0.246)  0.084
H (-1.419, -8.935, -1.656)  0.090
H (3.682, -6.917, -2.513)  0.087
H (3.398, -5.170, -2.265)  0.081
H (3.204, -5.895, -3.875)  0.088
C (3.961, 1.997, -4.652)  -0.072
O (4.937, 2.695, -3.850)  -0.205
P (4.765, 2.723, -2.266)  0.368
O (3.752, 3.724, -1.884)  -0.260
O (6.260, 3.127, -1.916)  -0.223
C (6.877, 4.258, -2.538)  -0.087
O (4.729, 1.525, -1.216)  -0.210
C (4.160, 0.249, -1.562)  -0.084
H (4.291, 2.060, -5.684)  0.094
H (3.896, 0.946, -4.370)  0.075
H (2.985, 2.473, -4.557)  0.093
H (6.175, 5.086, -2.637)  0.090
H (7.268, 3.979, -3.516)  0.087
H (7.707, 4.557, -1.904)  0.091
H (4.712, -0.252, -2.357)  0.093
H (3.113, 0.375, -1.848)  0.088
H (4.213, -0.342, -0.652)  0.080
C (-3.892, 2.353, -0.493)  -0.110
O (-5.040, 1.969, -1.254)  -0.206
P (-6.268, 3.011, -1.317)  0.381
O (-7.010, 2.949, -0.054)  -0.229
O (-7.000, 2.349, -2.563)  -0.222
C (-7.306, 0.954, -2.578)  -0.091
O (-6.318, 4.474, -1.941)  -0.189
C (-5.152, 5.317, -1.907)  -0.089
H (-3.150, 1.562, -0.587)  0.086
H (-3.456, 3.285, -0.858)  0.075
H (-4.167, 2.459, 0.558)  0.068
H (-7.644, 0.613, -1.599)  0.090
H (-6.433, 0.383, -2.893)  0.084
H (-8.098, 0.809, -3.306)  0.091
H (-4.336, 4.876, -2.482)  0.087
H (-4.834, 5.495, -0.877)  0.085
H (-5.428, 6.263, -2.362)  0.093

Atoms 1-6, force components in eV/Å:
0.0564 0.1684 -0.0552
0.8314 -0.3723 0.0185
-0.6196 0.0351 -0.0176
-0.4691 0.7451 -0.1109
0.6521 -0.2745 -0.2008
0.4070 -0.7284 0.0027

The frontier orbital gap comes out at 8.89 eV. Its net charge is +1. The calculation puts the total energy at -88099.7879 eV.

C2H3FOSm | the ωB97M-V functional and the def2-TZVPD basis

Each line ends with the Löwdin charge.
Positions of all 8 atoms, in Å:
H (-0.686, 0.639, 1.080)  0.341
O (-0.804, -0.536, 0.498)  -0.354
C (0.201, -0.107, -0.282)  -0.379
C (0.957, 1.145, -0.371)  -0.016
Sm (-2.439, -2.342, 0.318)  1.902
H (0.997, -0.880, -0.188)  0.149
H (-0.463, 1.142, -0.428)  0.233
F (2.236, 0.939, -0.628)  0.125

Atoms 1-6, force components in eV/Å:
-1.4637 -3.4890 -0.8046
-2.0656 5.1278 3.9303
8.4692 -0.7761 -1.4553
-5.2617 -4.7319 3.7863
0.2935 0.3005 0.0636
-0.4669 -0.6577 -1.5801

As for the energy above the lowest of the compared OMol25 structures with the same formula, charge and spin: 146.09 kcal per mole. As for the expectation value of S²: 12.007. The frontier orbital gap (spin up / spin down) comes out at 6.99 / 7.19 eV. Its net charge is +2. The calculation puts the total energy at -24764.1981 eV. The spin multiplicity is 7.